[1]
{
  "formula": "C36H66F18N12P3",
  "method": "ωB97M-V with the def2-TZVPD basis set",
  "de_lowest_kj_mol": 51.60,
  "total_energy_ev": -133062.21277,
  "homo_lumo_gap_ev": 7.91,
  "total_charge": 3,
  "elements": ["P", "P", "P", "F", "F", "F", "F", "F", "F", "F", "F", "F", "F", "F", "F", "F", "F", "F", "F", "F", "F", "N", "N", "N", "N", "N", "N", "N", "N", "N", "N", "N", "N", "C", "C", "C", "C", "C", "C", "C", "C", "C", "C", "C", "C", "C", "C", "C", "C", "C", "C", "C", "C", "C", "C", "C", "C", "C", "C", "C", "C", "C", "C", "C", "C", "C", "C", "C", "C", "H", "H", "H", "H", "H", "H", "H", "H", "H", "H", "H", "H", "H", "H", "H", "H", "H", "H", "H", "H", "H", "H", "H", "H", "H", "H", "H", "H", "H", "H", "H", "H", "H", "H", "H", "H", "H", "H", "H", "H", "H", "H", "H", "H", "H", "H", "H", "H", "H", "H", "H", "H", "H", "H", "H", "H", "H", "H", "H", "H", "H", "H", "H", "H", "H", "H"],
  "coordinates": [[-3.2396, 3.4439, -3.5712], [4.7092, 0.9834, -3.6514], [0.7129, 1.4719, 0.4586], [3.5622, 1.1323, -2.4773], [1.7059, 1.3333, 1.7715], [3.9389, 2.0535, -4.5682], [-0.5830, 1.1857, 1.3943], [-2.3955, 4.8123, -3.7150], [5.8281, 0.8092, -4.7723], [-2.1957, 2.6308, -4.5405], [-4.1110, 3.8488, -4.8425], [3.8603, -0.2681, -4.2676], [2.0255, 1.8752, -0.3861], [5.4402, -0.1139, -2.6593], [0.5532, 3.0407, 0.8316], [-4.0977, 2.0663, -3.3876], [0.9804, -0.1270, 0.1989], [-2.2721, 2.9875, -2.3218], [5.6005, 2.1222, -2.9444], [-0.1629, 1.6008, -0.8624], [-4.2564, 4.1788, -2.5690], [0.3290, 2.4595, 4.6521], [2.5205, 5.2409, -3.6859], [-3.7593, -1.5566, 3.0589], [0.3131, -6.2965, 1.2302], [0.4182, -8.1841, 2.2617], [0.7294, 5.9366, -2.6858], [2.9308, -3.2145, -1.9139], [-0.3212, -0.3901, -3.9485], [-2.2712, -1.1384, -3.3868], [0.2896, 4.5467, 4.0640], [-4.7024, -3.0052, 4.3547], [3.9429, -1.8276, -0.6423], [-3.5627, -2.3705, 4.0939], [4.2661, -0.6359, 0.1424], [-2.7920, -0.6465, 2.4708], [1.1359, -7.2743, 1.6147], [0.7050, -3.8162, 1.3137], [0.7038, 1.0626, 4.6688], [-4.8516, -3.9718, 5.4554], [4.6939, -2.9613, -0.6624], [2.0592, 4.1779, -2.9211], [0.8557, 3.3712, 3.8457], [-0.4829, 6.7211, -2.4011], [-0.8859, -7.7556, 2.3348], [0.7276, -5.0958, 0.4868], [1.9580, -3.8271, -2.8153], [3.7068, 5.1544, -4.5298], [-1.7538, -2.0415, -4.2969], [-3.6439, -1.0977, -2.8467], [0.6564, 5.8379, 3.4717], [-0.9532, -6.5793, 1.6594], [-0.5328, 3.1028, 5.5175], [0.8003, 0.5259, -4.1303], [-1.3911, -0.1690, -3.1974], [4.0206, -0.7830, 1.6525], [-5.5794, -3.3507, 6.6539], [4.0936, -3.8237, -1.5114], [0.9402, -9.4308, 2.8366], [0.9177, 4.6255, -2.3487], [-0.5405, -1.5573, -4.6438], [0.1164, 5.9950, 2.0572], [-5.0933, -1.6211, 2.7135], [2.8263, -2.0018, -1.3570], [-5.6421, -2.6278, 3.4385], [-0.5927, 4.3872, 5.1242], [-0.1965, 7.9306, -1.5115], [-4.7294, -1.4537, -3.8464], [1.7574, 6.2996, -3.4518], [0.6336, 8.5532, -1.8357], [-1.7664, -0.9486, 2.6780], [-1.0218, 2.5749, 6.3162], [-4.9283, -0.6365, -4.5368], [3.5096, 0.0940, -0.1248], [1.6179, 3.1383, 3.1195], [-2.3290, -2.8712, -4.6628], [-1.1155, 5.2399, 5.5201], [1.5967, 0.1472, -4.7595], [-0.0779, 7.5828, -0.4871], [0.1854, -10.2035, 2.7279], [1.1937, 0.7472, -3.1358], [4.3146, 0.1417, 2.1433], [2.9461, -0.8775, 1.8117], [3.4910, 4.4782, -5.3521], [-1.2171, 6.0634, -1.9505], [0.5274, 0.6371, 5.6553], [-5.1726, -3.8010, 7.5650], [1.8794, -9.7564, 2.4011], [3.9334, 6.1140, -4.9940], [1.7834, 0.9688, 4.5517], [1.5557, -3.7936, 1.9921], [-5.4548, -0.9716, 1.9346], [-2.9284, 0.3559, 2.8737], [0.4297, 1.4939, -4.4695], [-5.6422, -1.5582, -3.2587], [-1.6347, 0.7350, -2.6513], [2.6242, 3.2599, -2.9123], [4.5431, -1.6408, 2.0790], [1.7125, 6.0351, 3.6511], [4.3853, -4.7479, -1.9789], [1.3635, -4.5775, -2.3073], [-3.6774, -1.6533, -1.9084], [1.4408, -3.0165, -3.3220], [0.0650, -5.0921, -0.3805], [-4.5230, -2.3722, -4.3916], [-6.6233, -3.6423, 6.7441], [-0.9494, 5.7927, 2.0171], [2.0530, -1.2638, -1.4860], [0.7067, -2.9512, 0.6516], [-3.8472, -4.2216, 5.7924], [1.7317, -5.1960, 0.0735], [0.2375, 0.4791, 3.8803], [5.1992, -0.2061, -0.2116], [5.6770, -3.0593, -0.2346], [2.1672, -7.3453, 1.3132], [0.2125, 4.0361, -1.7852], [-2.6093, -2.5982, 4.5379], [-5.3680, -2.2884, 6.7451], [-1.8093, -5.9514, 1.4905], [0.1503, -1.8465, -5.4188], [-5.3513, -4.8726, 5.1100], [-0.2130, -3.7716, 1.9051], [0.4016, 6.9792, 1.6923], [0.6434, 5.2802, 1.4223], [0.2026, 6.6179, 4.0889], [2.5218, -4.2919, -3.6255], [2.0164, 7.2721, -3.8359], [-1.0988, 8.5416, -1.5620], [-2.8430, -0.5742, 1.3869], [-1.5971, -8.4101, 2.8086], [4.5765, 4.8637, -3.9483], [-0.8379, 7.0613, -3.3716], [-3.7842, -0.0429, -2.5941], [1.1251, -9.2417, 3.8936], [-6.6735, -2.9286, 3.3620]],
  "atomic_forces_ev_per_a": [[-0.3, 0.2, -0.5], [1.5, -0.9, 0.8], [1.8, 1.4, 0.4], [-0.2, 0.3, -0.3], [-0.4, -0.3, 0.3], [-0.5, 0.0, 0.1], [0.1, -0.7, -0.2], [0.5, -0.1, 0.0], [-0.2, -0.3, 0.0], [0.1, 0.1, 0.0], [-0.1, -0.2, 0.1], [-0.4, 0.2, -0.2], [-0.1, -0.6, -0.2], [0.0, -0.1, -0.2], [-0.5, 0.1, -0.1], [0.1, -0.4, 0.1], [-0.6, 0.1, -0.1], [-0.1, 0.0, 0.3], [-0.6, 0.4, 0.0], [-0.4, -0.3, 0.2], [0.2, -0.1, 0.2], [0.2, 0.4, 0.4], [0.5, -0.2, 1.0], [-0.3, 0.2, 0.3], [1.0, 0.3, 0.0], [0.7, 0.0, -0.2], [0.2, -0.3, 0.1], [-0.8, 0.0, -0.1], [-0.3, -0.4, -0.3], [-0.3, -0.5, -0.3], [0.0, -0.3, 1.0], [0.3, -1.0, -0.1], [-0.5, 0.3, 0.9], [0.0, -0.2, -0.6], [-1.2, 1.2, 0.4], [0.8, 0.7, 0.0], [-0.5, 0.0, -0.4], [-0.6, -0.4, 0.0], [0.9, -0.6, 0.5], [-0.1, 0.3, 0.8], [0.8, -0.3, -0.7], [0.1, 0.7, -0.8], [0.2, -0.2, -0.9], [0.7, 0.9, -0.3], [0.3, -0.5, -0.2], [-0.2, 0.2, -0.5], [1.0, 0.5, -0.8], [0.2, 0.6, -0.5], [-0.2, 0.3, 0.2], [0.1, 1.0, 0.1], [-0.7, 1.0, 0.4], [-0.4, -0.3, 0.5], [-0.4, -0.5, -0.2], [0.0, 1.1, 1.1], [-0.4, 0.8, 0.0], [0.3, -0.5, -0.5], [0.3, -0.8, 0.7], [-0.5, 0.0, -0.2], [-0.2, 0.1, 0.8], [-0.2, -1.1, 0.4], [0.5, 0.1, -0.6], [1.4, -0.6, 0.0], [0.8, -0.3, -0.7], [1.4, -0.4, 0.0], [-0.7, 1.4, -0.1], [0.2, 0.7, -0.1], [-0.8, -0.4, -0.1], [-0.1, 0.0, 0.4], [0.2, 0.0, -0.7], [0.1, -0.1, 0.0], [-0.1, -0.2, 0.3], [-0.1, 0.1, 0.0], [0.3, 0.0, -0.1], [0.1, 0.2, -0.6], [-0.1, 0.1, -0.2], [0.1, -0.1, 0.0], [-0.1, -0.1, 0.1], [-0.2, -0.3, -0.1], [0.3, 0.3, 0.1], [0.1, 0.0, -0.1], [0.3, -0.2, -0.1], [0.2, -0.1, 0.0], [0.0, -0.2, 0.0], [0.2, -0.3, 0.2], [0.0, -0.1, -0.2], [-0.4, 0.1, 0.0], [0.2, 0.0, -0.1], [-0.1, 0.2, -0.4], [-0.2, 0.2, 0.2], [0.0, 0.2, -0.3], [0.0, 0.1, 0.0], [-0.3, -0.2, 0.0], [0.0, 0.0, 0.0], [-0.1, -0.2, -0.4], [-0.1, -0.3, -0.2], [0.3, 0.1, 0.1], [-0.3, -0.2, 0.1], [0.1, 0.1, 0.2], [0.2, -0.4, -0.6], [0.2, -0.1, 0.3], [-0.3, 0.2, -0.1], [0.0, -0.4, -0.2], [-0.6, -0.2, 0.4], [-0.1, 0.4, 0.1], [-0.2, -0.1, 0.0], [-0.2, 0.6, -0.5], [-0.1, 0.2, 0.0], [0.0, 0.0, -0.1], [0.2, 0.1, 0.1], [0.1, -0.1, -0.3], [0.0, -0.6, 0.2], [-0.2, 0.2, 0.0], [0.3, -0.4, 0.2], [-0.1, 0.3, 0.2], [0.1, -0.1, 0.2], [-0.2, 0.3, 0.1], [0.0, 0.2, 0.2], [-0.4, 0.1, -0.1], [0.1, 0.1, -0.1], [0.0, -0.2, 0.1], [0.1, 0.0, -0.2], [0.0, 0.1, 0.0], [-0.4, 0.1, 0.1], [-0.3, 0.0, -0.2], [-0.3, -0.3, 0.2], [0.0, -0.3, 0.2], [-0.5, 0.1, -0.1], [0.1, 0.1, 0.2], [-0.5, -0.2, 0.0], [-0.3, 0.3, 0.0], [-0.1, -0.3, 0.0], [-0.3, -0.2, 0.0], [-0.1, -0.1, 0.1], [-0.1, -0.2, 0.0], [0.1, -0.4, 0.5]]
}


[2]
{
  "formula": "C2H3F2NS",
  "method": "ωB97M-V with the def2-TZVPD basis set",
  "de_lowest_kj_mol": 329.41,
  "total_energy_ev": -19879.45585,
  "homo_lumo_gap_ev": 7.67,
  "elements": ["S", "F", "F", "N", "C", "C", "H", "H", "H"],
  "coordinates": [[2.3941, 0.1505, 1.1880], [1.6047, -1.1741, -0.9933], [0.6449, -1.7430, 0.7886], [-0.9428, 0.6561, -0.5838], [-2.1208, 1.1187, -0.0231], [1.5543, -0.8812, 0.3344], [-0.9449, 0.5621, -1.6101], [-2.0964, 1.0253, 1.0451], [-0.0931, 0.2855, -0.1458]],
  "atomic_forces_ev_per_a": [[-0.1, 0.0, -0.3], [0.4, 0.9, 1.4], [0.5, 0.6, 0.2], [-2.7, 0.7, 0.4], [2.4, -1.2, -2.6], [-0.4, -1.8, -1.1], [0.1, 0.3, 0.9], [0.7, 0.0, 1.0], [-0.9, 0.5, 0.1]]
}


[3]
{
  "formula": "C4H7N5",
  "method": "ωB97M-V with the def2-TZVPD basis set",
  "smiles": "N#CC(N)(N)C(N)=C=N",
  "de_lowest_kj_mol": 353.27,
  "total_energy_ev": -11709.81635,
  "homo_lumo_gap_ev": 8.70,
  "elements": ["N", "N", "N", "N", "N", "C", "C", "C", "C", "H", "H", "H", "H", "H", "H", "H"],
  "coordinates": [[-1.9459, 0.0141, 0.4422], [0.0805, -1.2512, -1.2957], [2.7230, 0.6815, -0.4965], [0.6286, -1.3870, 1.0627], [-0.0947, 2.9418, 0.1875], [0.4276, -0.5260, -0.0741], [-0.6523, 0.4928, 0.2247], [1.6637, 0.3249, -0.2201], [-0.1959, 1.7292, 0.3583], [1.3356, -2.0888, 0.8765], [-0.0374, -0.6189, -2.0802], [-0.2509, -1.8123, 1.3302], [-2.6531, 0.7345, 0.3901], [0.8076, -1.9166, -1.5367], [-2.1581, -0.8148, -0.1006], [0.3217, 3.4967, 0.9318]],
  "atomic_forces_ev_per_a": [[-0.3, 0.1, 0.6], [0.1, 0.0, 0.1], [-0.3, 0.3, 0.2], [0.1, 0.0, 0.0], [0.6, 0.1, -0.3], [-0.2, 0.9, 0.1], [1.1, 0.1, -0.3], [1.0, -1.4, -0.6], [-1.8, 0.2, 0.1], [-0.1, -0.1, 0.1], [0.0, 0.0, 0.0], [0.1, -0.1, 0.0], [0.0, -0.3, -0.1], [0.0, 0.0, 0.0], [0.0, 0.3, -0.1], [-0.1, -0.1, 0.3]]
}


[4]
{
  "formula": "C2H4N2O2S",
  "method": "ωB97M-V with the def2-TZVPD basis set",
  "spin_multiplicity": 3,
  "de_lowest_kj_mol": 64.12,
  "total_energy_ev": -20043.62478,
  "homo_lumo_gap_ev": [8.92, 8.41],
  "elements": ["S", "O", "O", "N", "N", "C", "C", "H", "H", "H", "H"],
  "coordinates": [[0.3675, 1.4257, 0.1545], [0.9708, 2.5074, 0.8700], [-0.2079, 1.5553, -1.1447], [-1.6541, -0.0618, 0.9865], [1.6739, 0.3818, 0.0163], [-2.0483, -0.4780, -0.1366], [1.7287, -0.8286, 0.2188], [2.7051, -1.3806, 0.0800], [0.8283, -1.4805, 0.3335], [-2.8982, -1.2288, -0.3809], [-1.4657, -0.4119, -0.9976]],
  "atomic_forces_ev_per_a": [[0.7, -0.1, 1.2], [-0.1, 1.0, 0.2], [-0.3, 0.4, -1.3], [-1.7, -1.1, -1.7], [1.3, 1.5, -0.5], [-1.2, -1.9, 2.4], [-0.3, -3.2, -0.6], [-0.9, 0.8, 0.3], [0.6, 0.4, 0.4], [0.6, 1.3, 1.1], [1.3, 0.8, -1.6]]
}